Here is a molecular structure, C22H31FFeN6O5S from the OMol25 dataset. Energies are from the ωB97M-V functional and the def2-TZVPD basis.

* HOMO (alpha / beta): -15.65 / -15.63 eV
* 2S+1: 6
* net charge: +3
* LUMO energy (alpha / beta): -7.200 / -8.524 eV
* Kohn-Sham gap (alpha / beta): 8.45 / 7.10 eV
* F_max: 0.27 eV Å⁻¹

The geometry in XYZ format:
```
67
Properties=species:S:1:pos:R:3:forces:R:3
Fe -0.244 0.959 -0.942 0.01 -0.13 0.20
C 3.557 -2.961 -6.244 0.01 0.01 -0.01
C 3.280 -3.461 -4.837 -0.01 0.01 0.01
N 2.866 -2.368 -3.927 -0.01 -0.03 0.02
C 1.568 -2.178 -3.721 0.01 -0.01 0.00
C 1.042 -1.189 -2.913 0.03 -0.04 0.02
C -0.457 -1.145 -2.832 -0.03 0.10 -0.06
O -1.134 -2.040 -3.251 0.01 -0.02 -0.06
O -0.978 -0.033 -2.300 -0.02 0.02 -0.05
C 1.928 -0.338 -2.232 0.00 -0.01 -0.04
O 1.556 0.587 -1.408 0.04 -0.02 -0.02
C 3.332 -0.524 -2.462 0.01 0.01 -0.01
C 4.276 0.301 -1.825 0.00 -0.01 0.00
C 5.602 0.113 -2.038 0.02 -0.01 0.00
F 6.470 0.883 -1.364 -0.01 0.00 0.00
C 6.110 -0.887 -2.912 -0.03 0.02 0.07
C 5.172 -1.693 -3.543 -0.01 0.01 0.01
C 3.797 -1.537 -3.315 0.01 0.01 -0.03
N 7.471 -1.056 -3.113 0.01 0.00 -0.10
C 8.469 -0.035 -2.781 0.02 0.02 0.02
C 9.788 -0.357 -3.483 0.01 -0.01 -0.02
N 9.506 -0.925 -4.846 0.00 0.00 -0.01
C 8.792 -2.265 -4.769 0.02 0.03 -0.02
C 8.051 -2.346 -3.438 0.01 -0.03 0.05
H 3.911 -3.785 -6.862 -0.01 -0.01 0.00
H 4.309 -2.171 -6.257 0.01 -0.01 0.00
H 2.649 -2.568 -6.700 0.00 0.01 0.00
H 4.136 -3.961 -4.389 0.01 0.00 -0.01
H 2.468 -4.184 -4.837 0.01 0.00 -0.01
H 0.888 -2.855 -4.222 -0.01 0.01 0.01
H 3.953 1.070 -1.138 0.00 0.00 0.00
H 5.507 -2.439 -4.245 0.01 0.00 0.00
H 8.676 0.032 -1.711 0.00 0.00 0.00
H 8.112 0.940 -3.110 -0.01 0.00 0.00
H 10.383 -1.099 -2.956 -0.01 0.00 0.01
H 10.390 0.541 -3.603 0.00 0.00 0.01
H 10.378 -1.025 -5.370 -0.01 0.00 -0.01
H 8.932 -0.262 -5.370 -0.01 0.00 0.01
H 9.540 -3.048 -4.869 0.00 0.00 0.02
H 8.117 -2.306 -5.622 0.00 -0.02 0.00
H 8.735 -2.653 -2.641 0.00 -0.01 0.00
H 7.294 -3.122 -3.492 -0.01 0.02 -0.02
N -2.560 4.716 -1.663 0.02 -0.02 0.04
C -2.022 3.519 -1.832 -0.07 0.03 -0.13
N -2.640 2.625 -2.584 0.10 -0.03 0.07
S -0.479 3.255 -1.075 -0.11 -0.03 -0.04
H -3.412 4.993 -2.126 0.00 0.01 -0.01
H -2.092 5.402 -1.093 -0.01 0.00 0.01
H -3.527 2.830 -3.019 -0.01 0.01 0.01
H -2.232 1.721 -2.777 0.02 -0.05 0.04
O -0.364 -0.009 0.768 -0.03 0.15 0.07
C -1.624 -0.013 0.997 -0.08 -0.09 -0.24
O -2.436 0.554 0.255 0.10 0.05 0.18
C -2.091 -0.780 2.223 0.01 0.08 0.06
N -3.604 -0.796 2.195 0.00 0.03 0.03
C -4.107 -0.178 3.485 0.00 -0.03 -0.03
C -2.973 0.752 3.875 0.00 -0.01 0.04
C -1.729 -0.070 3.540 0.02 -0.04 0.00
H -1.709 -1.797 2.172 -0.01 0.00 -0.02
H -3.982 -1.730 2.042 0.00 0.01 0.01
H -3.869 -0.213 1.388 0.01 -0.01 -0.06
H -4.235 -0.986 4.203 0.00 0.00 0.00
H -5.067 0.295 3.297 0.00 0.01 0.01
H -3.025 1.017 4.928 0.00 0.02 0.00
H -3.013 1.673 3.292 0.00 0.00 -0.01
H -1.541 -0.814 4.314 0.00 0.00 0.00
H -0.827 0.526 3.426 0.00 0.00 0.00
```
Forces are in eV/Å.